Entry 1:
Density functional theory data (the ωB97M-V functional and the def2-TZVPD basis) for a molecular structure, C38H48GeN9O3PPt.

charge = +2
HOMO energy = -12.55 eV
electronic energy = -4732.5249 hartree
2S+1 = 1
E_LUMO = -4.73 eV

Structure (XYZ):
```
101
C38H48GeN9O3PPt the ωB97M-V functional and the def2-TZVPD basis
Pt -0.244 0.123 0.884
C 0.702 -4.818 3.299
N -0.094 -3.831 2.575
C -1.458 -3.798 2.513
C -1.793 -2.711 1.758
N -0.647 -2.077 1.367
C 0.363 -2.767 1.877
P 2.106 -2.470 1.481
C 2.295 -0.834 2.258
N 1.563 0.230 1.933
C 2.141 1.316 2.534
C 3.227 0.896 3.237
N 3.316 -0.457 3.053
C 4.367 -1.301 3.616
C 1.937 -1.787 -0.203
N 1.172 -0.771 -0.592
C 1.516 -0.475 -1.875
C 2.497 -1.333 -2.278
N 2.754 -2.155 -1.218
C 3.739 -3.235 -1.209
H 0.049 -5.629 3.605
H 1.481 -5.219 2.654
H 1.150 -4.371 4.184
H -2.064 -4.545 2.997
H -2.775 -2.386 1.459
H 1.751 2.314 2.432
H 3.938 1.441 3.833
H 4.321 -1.263 4.702
H 4.222 -2.325 3.286
H 5.338 -0.947 3.278
H 1.047 0.322 -2.427
H 3.024 -1.425 -3.212
H 4.223 -3.261 -2.181
H 4.493 -3.057 -0.446
H 3.253 -4.191 -1.031
C -5.366 -4.033 0.441
O -4.960 -2.666 0.414
C -5.934 -1.727 0.261
C -7.257 -1.895 0.648
C -8.162 -0.855 0.482
C -7.766 0.359 -0.057
C -6.445 0.530 -0.437
C -5.534 -0.505 -0.290
N -4.180 -0.330 -0.706
C -3.166 -0.061 0.144
N -3.505 0.039 1.432
C -2.715 0.355 2.544
C -1.350 0.597 2.522
C -0.760 0.981 3.731
C -1.491 1.083 4.899
C -2.849 0.800 4.922
C -3.458 0.438 3.740
O -4.779 0.153 3.600
C -5.616 0.279 4.747
N -1.923 0.083 -0.283
C -1.750 0.155 -1.700
C -1.200 -0.911 -2.395
C -1.069 -0.868 -3.777
C -1.518 0.249 -4.462
C -2.107 1.312 -3.786
C -2.226 1.276 -2.402
O -2.830 2.224 -1.653
C -3.502 3.286 -2.324
H -4.453 -4.613 0.556
H -5.857 -4.304 -0.494
H -6.027 -4.246 1.282
H -7.592 -2.830 1.072
H -9.191 -1.002 0.781
H -8.477 1.163 -0.181
H -6.101 1.466 -0.860
H -3.944 -0.482 -1.674
H -4.484 -0.104 1.652
H 0.279 1.234 3.792
H -0.994 1.393 5.810
H -3.410 0.875 5.841
H -6.618 0.029 4.413
H -5.600 1.302 5.125
H -5.307 -0.414 5.531
H -0.897 -1.788 -1.834
H -0.639 -1.704 -4.310
H -1.435 0.295 -5.540
H -2.477 2.159 -4.345
H -3.853 3.955 -1.543
H -4.350 2.901 -2.895
H -2.833 3.835 -2.988
C -0.891 4.715 -0.923
Ge -0.790 3.666 0.725
C -2.535 3.438 1.570
C 0.367 4.642 1.971
C 0.171 2.013 0.180
H -1.594 5.543 -0.819
H -1.195 4.095 -1.767
H 0.089 5.136 -1.151
H -2.956 4.432 1.737
H -2.447 2.945 2.536
H -3.218 2.873 0.938
H -0.034 5.647 2.113
H 1.380 4.745 1.576
H 0.413 4.175 2.958
H 1.232 2.161 0.388
H 0.071 1.898 -0.903
```

Entry 2:
Density functional theory data (the ωB97M-V functional and the def2-TZVPD basis) for a molecular structure, C38H48IrN5O5PS in a non-equilibrium geometry.

energy relative to the best compared isomer or geometry (same formula, charge and spin) = 0.0 kJ/mol
charge = +2
HOMO energy (spin up / spin down) = -13.55 / -13.81 eV
⟨S²⟩ = 0.79
electronic energy = -2970.2569 hartree
2S+1 = 2
E_LUMO (spin up / spin down) = -6.81 / -7.83 eV

Structure (XYZ):
```
99
C38H48IrN5O5PS the ωB97M-V functional and the def2-TZVPD basis
Ir -1.510 -0.583 -1.908
O -0.923 2.173 -5.027
C -1.234 1.390 -4.039
O -0.752 0.253 -3.913
C -2.276 1.938 -3.099
C -3.001 3.109 -3.202
C -3.969 3.361 -2.223
C -4.182 2.459 -1.183
C -3.399 1.319 -1.137
N -2.491 1.114 -2.073
C -3.438 0.232 -0.074
O -4.147 0.333 0.884
O -2.606 -0.792 -0.284
H -0.283 1.742 -5.622
H -2.834 3.786 -4.028
H -4.566 4.261 -2.285
H -4.919 2.618 -0.407
S -3.171 -1.703 -2.976
C -2.876 -3.155 -2.114
N -3.764 -4.102 -2.092
N -3.588 -5.162 -1.312
C -3.281 -5.204 0.030
C -3.161 -6.481 0.609
C -2.870 -6.592 1.950
C -2.720 -5.444 2.726
C -2.866 -4.180 2.155
C -3.147 -4.044 0.813
N -1.575 -3.414 -1.607
N -0.786 -2.451 -1.635
C 0.560 -2.763 -1.278
C 1.574 -2.106 -1.961
C 2.888 -2.433 -1.667
C 3.168 -3.369 -0.679
C 2.138 -4.002 0.010
C 0.820 -3.714 -0.298
H -3.945 -6.015 -1.730
H -3.289 -7.364 -0.005
H -2.768 -7.570 2.400
H -2.511 -5.536 3.784
H -2.788 -3.295 2.771
H -3.305 -3.058 0.397
H 1.335 -1.374 -2.721
H 3.695 -1.959 -2.211
H 4.196 -3.612 -0.446
H 2.366 -4.726 0.780
H -0.001 -4.194 0.220
O 0.145 0.322 -0.996
P 1.063 0.839 0.116
C 0.341 2.293 0.935
C -1.179 2.139 1.072
C -1.725 3.160 2.080
C -0.913 4.464 2.052
C -0.385 4.721 0.646
C 0.625 3.633 0.225
C 1.376 -0.553 1.251
C 0.136 -1.049 2.016
C -0.113 -0.305 3.330
C 1.131 -0.289 4.215
C 2.320 0.312 3.473
C 2.590 -0.468 2.190
C 2.667 1.197 -0.659
C 2.558 1.745 -2.088
C 3.958 1.840 -2.694
C 4.903 2.723 -1.843
C 4.228 3.221 -0.566
C 3.628 2.054 0.219
H 0.775 2.308 1.938
H -1.472 1.129 1.363
H -1.600 2.322 0.082
H -1.715 2.730 3.083
H -2.772 3.366 1.843
H -0.071 4.401 2.747
H -1.526 5.297 2.394
H 0.094 5.697 0.583
H -1.226 4.746 -0.054
H 1.637 3.963 0.455
H 0.569 3.494 -0.857
H 1.617 -1.300 0.485
H 0.320 -2.104 2.253
H -0.752 -1.033 1.377
H -0.945 -0.781 3.853
H -0.425 0.724 3.137
H 1.379 -1.315 4.507
H 0.933 0.260 5.137
H 3.212 0.297 4.101
H 2.123 1.366 3.249
H 2.825 -1.501 2.470
H 3.471 -0.092 1.670
H 3.088 0.189 -0.760
H 2.092 2.732 -2.091
H 1.921 1.094 -2.690
H 3.886 2.224 -3.712
H 4.368 0.829 -2.776
H 5.255 3.574 -2.425
H 5.793 2.153 -1.569
H 3.456 3.953 -0.813
H 4.952 3.739 0.063
H 3.135 2.421 1.124
H 4.450 1.423 0.562
```

Entry 3:
Density functional theory data (the ωB97M-V functional and the def2-TZVPD basis) for a molecular structure, C38H48N6PPt in a non-equilibrium geometry.

energy relative to the best compared isomer or geometry (same formula, charge and spin) = 74.0 kJ/mol
charge = -1
HOMO energy = -3.34 eV
electronic energy = -2266.0785 hartree
2S+1 = 1
E_LUMO = 2.74 eV

Structure (XYZ):
```
94
C38H48N6PPt the ωB97M-V functional and the def2-TZVPD basis
Pt 0.085 -0.082 0.892
C -2.343 3.790 2.963
C -1.387 4.020 3.941
C -0.122 3.485 3.788
C 0.167 2.724 2.651
N -0.761 2.503 1.711
C -1.973 3.023 1.871
C 1.486 2.110 2.419
C 2.625 2.769 2.881
C 3.893 2.284 2.631
C 4.020 1.117 1.893
C 2.899 0.448 1.437
C 1.583 0.901 1.686
H -3.351 4.173 3.049
H -1.632 4.594 4.827
H 0.635 3.623 4.547
H -2.686 2.798 1.083
H 2.511 3.705 3.417
H 4.767 2.814 2.987
H 5.005 0.716 1.677
H 3.036 -0.470 0.879
C -3.969 -1.393 4.237
C -2.930 -2.199 4.677
C -1.648 -2.063 4.186
C -1.329 -1.072 3.232
C -2.405 -0.284 2.774
C -3.682 -0.440 3.267
N -0.065 -0.926 2.711
C 1.001 -1.500 3.383
C 1.898 -2.322 2.700
C 2.990 -2.874 3.343
C 3.215 -2.626 4.689
C 2.319 -1.820 5.381
C 1.228 -1.267 4.742
H -4.971 -1.510 4.628
H -3.125 -2.975 5.411
H -0.875 -2.735 4.534
H -2.204 0.443 2.002
H -4.469 0.196 2.878
H 1.709 -2.515 1.652
H 3.671 -3.504 2.783
H 4.075 -3.051 5.190
H 2.479 -1.610 6.432
H 0.541 -0.632 5.286
N -0.683 -0.719 -0.867
P -0.441 -0.403 -2.344
N 0.944 -1.074 -3.065
C 2.155 -0.922 -2.273
C 2.666 -2.269 -1.788
C 3.081 -3.138 -2.984
C 2.263 -2.763 -4.229
C 0.865 -2.316 -3.827
N -0.221 1.225 -2.689
C 0.467 1.743 -3.854
C 1.720 2.512 -3.420
C 1.441 3.364 -2.167
C -0.056 3.576 -1.990
C -0.759 2.236 -1.792
N -1.679 -0.945 -3.391
C -2.681 0.050 -3.756
C -3.779 0.146 -2.702
C -4.551 -1.184 -2.619
C -3.760 -2.305 -3.290
C -2.279 -2.220 -2.955
H 1.925 -0.276 -1.418
H 2.933 -0.418 -2.865
H 1.861 -2.738 -1.219
H 3.503 -2.132 -1.098
H 2.932 -4.194 -2.745
H 4.146 -3.015 -3.193
H 2.201 -3.609 -4.919
H 2.743 -1.947 -4.774
H 0.407 -3.128 -3.239
H 0.226 -2.155 -4.700
H -0.208 2.389 -4.437
H 0.740 0.908 -4.501
H 2.075 3.138 -4.246
H 2.508 1.788 -3.210
H 1.953 4.327 -2.246
H 1.839 2.873 -1.276
H -0.457 4.114 -2.857
H -0.264 4.198 -1.116
H -1.847 2.351 -1.924
H -0.603 1.909 -0.751
H -3.113 -0.218 -4.729
H -2.182 1.008 -3.896
H -4.454 0.978 -2.923
H -3.299 0.356 -1.743
H -5.530 -1.094 -3.098
H -4.735 -1.440 -1.574
H -3.896 -2.270 -4.375
H -4.132 -3.282 -2.968
H -1.753 -3.052 -3.434
H -2.144 -2.326 -1.869
```

Entry 4:
Density functional theory data (the ωB97M-V functional and the def2-TZVPD basis) for a molecular structure, C38H49As2BF5O10SSbZn.

energy relative to the best compared isomer or geometry (same formula, charge and spin) = 63.8 kJ/mol
charge = 0
HOMO energy = -8.13 eV
electronic energy = -9643.2437 hartree
2S+1 = 1
E_LUMO = -0.91 eV

Structure (XYZ):
```
108
C38H49As2BF5O10SSbZn the ωB97M-V functional and the def2-TZVPD basis
Zn 1.086 0.094 -0.426
C 1.155 1.589 -3.624
O 0.446 0.452 -3.080
C 0.525 -0.634 -3.899
O 0.961 -0.526 -5.007
C 0.165 -1.935 -3.219
C 0.024 -3.000 -4.020
As -1.171 -2.516 -5.529
C -1.570 -4.254 -6.323
C -2.600 -2.540 -4.095
C -2.540 -2.206 -2.808
As -0.961 -1.851 -1.590
C -0.757 -3.602 -0.773
C -3.823 -2.112 -2.028
O -4.921 -1.884 -2.458
O -3.573 -2.330 -0.718
C -4.708 -2.316 0.161
C -3.901 -2.897 -4.775
O -4.293 -2.319 -5.757
O -4.469 -3.988 -4.268
C -5.695 -4.376 -4.913
C 0.015 -4.439 -3.576
O -0.965 -5.120 -3.455
O 1.222 -4.964 -3.358
C 2.409 -4.146 -3.513
H 1.253 2.290 -2.805
H 0.584 2.028 -4.438
H 2.130 1.278 -3.978
H -0.682 -4.573 -6.864
H -2.373 -4.090 -7.040
H -1.855 -5.006 -5.592
H -1.325 -4.360 -1.294
H -1.096 -3.498 0.253
H 0.304 -3.854 -0.767
H -4.309 -2.169 1.161
H -5.232 -3.268 0.098
H -5.388 -1.514 -0.105
H -6.061 -5.228 -4.351
H -5.507 -4.653 -5.948
H -6.411 -3.559 -4.883
H 3.236 -4.847 -3.537
H 2.520 -3.462 -2.673
H 2.382 -3.577 -4.439
C -1.904 3.824 -2.897
C -1.312 4.438 -1.625
C -2.231 5.558 -1.141
C 0.068 5.019 -1.956
Sb -0.912 2.773 -0.239
C -2.881 2.040 0.392
C -3.494 1.391 -0.851
C -3.809 3.122 0.934
C -2.680 0.941 1.439
C -0.006 3.752 1.510
C 1.499 3.609 1.264
C -0.384 3.013 2.790
C -0.368 5.224 1.684
H -1.915 4.585 -3.691
H -2.934 3.498 -2.754
H -1.326 2.972 -3.265
H -2.260 6.337 -1.916
H -1.890 6.028 -0.223
H -3.255 5.219 -0.991
H -0.043 5.786 -2.735
H 0.757 4.265 -2.341
H 0.540 5.496 -1.095
H -3.673 2.099 -1.659
H -4.465 0.949 -0.586
H -2.857 0.594 -1.233
H -4.118 3.823 0.161
H -3.356 3.690 1.751
H -4.721 2.650 1.326
H -2.016 0.153 1.074
H -3.656 0.474 1.643
H -2.295 1.311 2.386
H 1.801 2.560 1.198
H 2.053 4.055 2.101
H 1.821 4.114 0.348
H -0.190 1.943 2.734
H -1.433 3.169 3.052
H 0.222 3.410 3.617
H -0.044 5.842 0.847
H 0.138 5.607 2.582
H -1.440 5.369 1.827
F 7.560 1.014 1.680
C 6.504 0.604 0.982
C 6.110 1.289 -0.148
F 6.790 2.372 -0.534
C 5.012 0.856 -0.865
F 4.669 1.572 -1.940
C 4.277 -0.266 -0.499
S 2.929 -0.866 -1.474
C 4.695 -0.918 0.657
F 4.040 -1.988 1.105
C 5.792 -0.503 1.387
F 6.167 -1.163 2.485
O 1.107 -0.023 2.764
B 0.680 -0.496 1.515
O -0.165 -1.614 1.723
C -0.266 -1.774 3.087
C -1.000 -2.700 3.790
C -0.932 -2.622 5.182
C -0.157 -1.655 5.815
C 0.583 -0.723 5.083
C 0.499 -0.815 3.715
H -1.595 -3.451 3.285
H -1.492 -3.331 5.780
H -0.125 -1.624 6.897
H 1.196 0.032 5.561
```